# C28H46FeNP3

A molecular structure, C28H46FeNP3 in a non-equilibrium geometry (the ωB97M-V functional and the def2-TZVPD basis, the OMol25 dataset).

XYZ file:
```
79
Properties=species:S:1:pos:R:3
C -1.57555 3.06225 -3.13318
C -1.30983 1.76291 -2.70197
C 0.01496 1.40892 -2.34338
C 1.07539 2.30889 -2.59287
C 0.77177 3.62122 -2.98738
C -0.54329 4.00238 -3.22570
C 2.47747 1.87139 -2.52213
C 2.63077 0.40957 -2.50779
C 1.51415 -0.43736 -2.33866
C 1.60254 -1.80742 -2.70560
C 2.86471 -2.36078 -2.90746
C 4.00738 -1.55482 -2.85704
C 3.88889 -0.17645 -2.71785
H -2.60272 3.33717 -3.38552
H 1.59098 4.32805 -3.13001
H -0.77481 5.02686 -3.51232
H 3.04350 2.29565 -3.36486
H 2.94619 -3.43042 -3.11324
H 4.98960 -2.01140 -2.97576
H 4.76518 0.47141 -2.78978
N 0.31064 0.11804 -1.84695
Fe -0.57469 -0.70681 -0.58365
C -2.39806 0.71280 -2.59465
H -2.17484 -0.17392 -3.21344
H -3.37828 1.11918 -2.87528
C 0.33632 -2.61537 -2.86584
H -0.36979 -2.13740 -3.56663
H 0.55647 -3.63553 -3.20778
P -2.53599 0.12172 -0.83178
P -0.55879 -2.75808 -1.23771
C 0.39890 -4.11096 -0.46980
H 0.02711 -4.31721 0.54219
H 0.27797 -5.01463 -1.08494
H 1.46380 -3.84978 -0.41498
C -2.09668 -3.61122 -1.73004
H -1.85252 -4.61300 -2.10976
H -2.75507 -3.70448 -0.85610
H -2.61323 -3.03864 -2.51063
C -3.05838 1.67961 -0.04366
H -4.09267 1.90618 -0.33568
H -2.98987 1.59398 1.04562
H -2.40008 2.49082 -0.37517
C -4.06133 -0.88061 -0.82336
H -4.21765 -1.28466 0.18754
H -4.91329 -0.24248 -1.09831
H -3.98169 -1.71853 -1.52674
H 3.17712 2.47058 -1.49450
H 3.65793 2.83929 -0.90813
C -2.25457 0.22448 3.00112
C -0.80444 0.52956 2.59671
C -0.02024 1.07770 3.79417
P 0.03630 -0.86095 1.65695
C 1.88252 -0.63201 1.89277
C 2.45629 -1.01260 3.26780
C 2.70937 -1.31834 0.80353
C -0.45599 -2.43496 2.56554
C -0.32593 -2.41488 4.09438
C -1.86356 -2.92130 2.16822
H -2.30910 -0.36857 3.92439
H -2.82800 -0.30056 2.22520
H -2.77020 1.17302 3.20878
H -0.81552 1.31767 1.82143
H -0.02838 0.38252 4.64578
H 1.01563 1.32748 3.54434
H -0.50991 2.00215 4.13198
H 1.97983 0.45891 1.76164
H 2.44647 -2.09990 3.41787
H 3.50912 -0.69682 3.29256
H 1.96263 -0.52158 4.11216
H 2.62875 -0.79755 -0.16130
H 3.77178 -1.31713 1.08868
H 2.40910 -2.36407 0.64706
H 0.29170 -3.14635 2.17755
H -0.94212 -1.63895 4.56435
H -0.68136 -3.38366 4.47397
H 0.70515 -2.30005 4.43885
H -2.26042 -2.46089 1.24897
H -1.84397 -4.00768 1.99960
H -2.58818 -2.72835 2.97343
```

## Properties
E_HOMO (spin up / spin down) ... -9.02 / -10.40 eV
Relative energy (zero: lowest compared OMol25 entry of this formula, charge and spin) ... 0.549 eV
Spin multiplicity ... 6
Maximum force ... 4.1 eV Å⁻¹
Net charge ... +1

List of Löwdin charges in e, atom by atom:
1. C -0.0457
2. C -0.2370
3. C -0.1649
4. C -0.1537
5. C -0.0229
6. C -0.0694
7. C -0.1217
8. C -0.1737
9. C -0.2015
10. C -0.2319
11. C -0.0436
12. C -0.0719
13. C -0.0274
14. H 0.1181
15. H 0.1223
16. H 0.1087
17. H 0.1407
18. H 0.1178
19. H 0.1088
20. H 0.1231
21. N -0.1260
22. Fe 0.2179
23. C -0.2484
24. H 0.0923
25. H 0.0988
26. C -0.2492
27. H 0.0992
28. H 0.0980
29. P 0.7946
30. P 0.7937
31. C -0.2212
32. H 0.0268
33. H 0.0608
34. H 0.0396
35. C -0.2457
36. H 0.0572
37. H 0.0412
38. H 0.0418
39. C -0.2114
40. H 0.0644
41. H 0.0125
42. H 0.0579
43. C -0.2346
44. H 0.0450
45. H 0.0578
46. H 0.0249
47. H 0.0058
48. H 0.1239
49. C -0.1218
50. C -0.5192
51. C -0.1046
52. P 1.0263
53. C -0.5089
54. C -0.1150
55. C -0.1005
56. C -0.5045
57. C -0.0959
58. C -0.1275
59. H 0.0748
60. H 0.0509
61. H 0.0902
62. H 0.0889
63. H 0.0755
64. H 0.0687
65. H 0.0924
66. H 0.1091
67. H 0.0814
68. H 0.0912
69. H 0.0563
70. H 0.0570
71. H 0.0948
72. H 0.0597
73. H 0.0838
74. H 0.0600
75. H 0.0943
76. H 0.0555
77. H 0.0248
78. H 0.0847
79. H 0.0856